15
Properties=species:S:1:pos:R:3:forces:R:3 method="wB97M-V/def2-TZVPD" orbital_gap_ev=8.121 fmax_ev_per_a=4.61 spin_multiplicity=1 e_above_lowest_kcal_mol=23.7 homo_ev=-8.482 energy_ev=-23889.543
C -0.99542 1.02838 -2.05962 -0.57 3.95 -0.41
C 0.08369 1.05364 -0.97869 0.32 -0.70 -0.32
P 0.72583 -0.69820 -0.76362 -0.83 -1.06 2.33
P 2.33228 -0.42711 0.66945 0.57 -0.12 0.60
C 1.50894 -1.05467 2.00965 1.34 0.45 0.82
C 0.12434 -1.37950 1.97559 -0.81 0.32 0.77
C -0.50971 -1.24719 0.83195 2.01 1.38 -3.91
H -1.77838 0.38913 -1.73837 -0.68 -1.01 -0.18
H -1.54284 2.11151 -2.03047 1.28 -2.31 -0.28
H -0.67146 0.87690 -3.12312 -0.18 -0.19 1.20
H -0.36581 1.22493 -0.01826 -0.27 0.66 0.38
H 0.89498 1.78085 -1.13248 -0.29 -0.37 -0.11
H 1.90817 -1.09864 3.05704 0.32 0.03 -1.28
H -0.29988 -1.49380 2.97532 -0.51 -0.38 -0.45
H -1.41473 -1.06623 0.32562 -1.71 -0.65 0.84